# 1
Molecular formula: C24H22F3NOReSi
Method: DFT, the ωB97M-V functional and the def2-TZVPD basis

## Properties
Gap between HOMO and LUMO (spin up / spin down): 0.1721 / 0.2173 hartree
Molar mass: 611.7 g mol⁻¹
LUMO level (spin up / spin down): -0.971 / -1.323 eV
<S²>: 3.78
ΔE to the lowest compared entry with this formula, charge and spin: 260.9 kJ/mol
2S+1: 4

Each line ends with the Löwdin spin population.
Atoms and positions in Å:
F1 6.37 -0.34 -2.16  0.00
Re1 -0.19 0.86 -0.30  1.96
C1 -0.67 2.09 4.01  0.00
H1 2.51 0.10 0.90  0.01
H2 -2.65 -1.57 0.98  0.01
H3 3.59 1.67 -3.58  0.00
H4 -4.04 -4.18 -4.19  0.00
C2 -2.19 4.06 2.75  0.01
Si1 -1.37 -1.24 -1.17  0.10
H5 -1.21 3.11 5.84  0.00
C3 -2.45 -5.27 -3.27  0.00
C4 -3.20 -4.13 -3.52  0.00
F2 6.59 1.67 -1.40  0.00
C5 -1.60 -1.40 0.68  0.09
C6 -1.31 3.10 4.76  0.01
C7 -1.37 -5.20 -2.40  0.00
N1 1.78 0.84 -0.88  0.04
H6 -2.54 4.83 4.74  0.00
H7 -1.70 3.14 0.91  0.00
C8 4.41 0.89 -1.75  0.05
H8 1.30 -0.62 4.45  0.00
C9 0.60 0.10 2.54  0.06
H9 -1.25 -0.50 1.20  0.02
C10 0.10 1.10 4.66  0.04
C11 -2.88 -2.94 -2.89  0.01
H10 -1.00 -2.23 1.07  0.01
C12 -2.31 0.20 -1.91  0.03
C13 -1.80 -2.85 -2.02  0.02
H11 -3.48 -2.06 -3.10  0.00
C14 0.72 0.14 3.94  0.00
H12 4.87 0.10 0.20  0.00
C15 -0.80 2.08 2.58  0.02
H13 -0.20 -3.98 -1.11  0.00
H14 -0.78 -6.09 -2.20  0.00
H15 -2.16 0.24 -2.99  0.01
H16 -2.77 4.83 2.26  0.00
H17 1.08 -0.71 2.00  0.01
C16 -0.13 1.03 1.82  0.03
H18 0.20 1.12 5.74  0.00
H19 1.27 1.60 -2.73  0.00
C17 -2.05 4.06 4.15  -0.01
C18 5.84 0.90 -2.21  0.01
H20 -2.70 -6.20 -3.75  0.00
C19 4.10 0.44 -0.48  0.00
H21 -1.95 1.17 -1.52  0.01
C20 -1.05 -4.01 -1.78  0.01
H22 -3.39 0.15 -1.72  0.00
C21 -1.58 3.10 1.99  0.00
O1 -0.85 2.38 -0.89  0.34
C22 2.79 0.43 -0.08  0.07
C23 3.39 1.31 -2.58  -0.01
C24 2.10 1.28 -2.12  0.06
F3 5.96 1.36 -3.45  0.00

=====

# 2
Molecular formula: C24H22MoN2O4
Method: DFT, the ωB97M-V functional and the def2-TZVPD basis

## Properties
Gap between HOMO and LUMO (spin up / spin down): 0.1793 / 0.1766 hartree
Molar mass: 498.4 g mol⁻¹
LUMO level (spin up / spin down): -9.578 / -9.651 eV
Net charge: +2
2S+1: 1

Each line ends with the natural charge from an NBO analysis.
Atoms and positions in Å:
C1 2.87 4.30 -2.18  -0.22
C2 3.30 3.16 -1.58  -0.09
H1 -1.28 2.53 -0.19  0.24
C3 0.91 3.13 -2.97  -0.27
H2 0.46 2.68 3.15  0.24
C4 -3.53 -4.21 -2.71  -0.19
H3 -1.58 -5.10 -2.37  0.24
C5 -0.32 -3.09 -1.07  0.25
C6 1.26 1.95 -2.34  0.40
H4 3.68 -1.48 -0.29  0.24
C7 1.71 -2.52 -0.19  -0.26
N1 2.07 -0.21 -0.72  -0.49
H5 3.92 0.82 -0.50  0.23
H6 4.27 3.10 -1.13  0.24
H7 -2.16 1.73 -1.57  0.25
C8 0.16 1.86 3.82  -0.15
C9 -0.69 -0.44 4.09  -0.14
H8 -1.04 -1.38 3.68  0.24
C10 2.63 -1.32 0.06  -0.24
H9 3.46 5.23 -1.95  0.26
H10 0.59 2.94 5.65  0.24
H11 2.20 -3.12 -1.00  0.24
O1 0.47 0.89 -2.45  -0.57
C11 2.89 0.79 -0.97  0.25
H12 1.69 -3.09 0.73  0.24
C12 -3.79 -1.94 -1.96  -0.21
C13 -2.19 -4.23 -2.26  -0.10
H13 0.02 3.15 -3.57  0.25
H14 0.13 -4.09 -0.99  0.23
H15 -4.38 -1.04 -1.81  0.25
Mo1 -0.19 -0.06 -0.77  1.81
C14 -0.20 0.60 3.30  -0.21
H16 -1.10 -0.94 6.14  0.23
C15 -2.40 -1.82 -1.68  0.36
C16 -0.67 -0.23 5.48  -0.20
C17 -1.61 -3.04 -1.68  -0.21
C18 -0.15 0.93 6.04  -0.14
H17 1.36 5.25 -3.33  0.26
H18 -0.06 1.07 7.11  0.24
O2 0.54 1.30 1.12  -0.58
N2 0.36 -2.12 -0.50  -0.48
C19 -1.73 1.61 -0.54  -0.68
C20 2.51 1.94 -1.67  -0.22
C21 1.69 4.30 -2.89  -0.09
H19 -2.59 1.30 0.10  0.25
C22 -4.30 -3.09 -2.53  -0.13
H20 -3.97 -5.07 -3.22  0.26
C23 0.25 1.99 5.20  -0.20
H21 2.60 -1.09 1.14  0.22
O3 -0.72 -0.52 1.34  -0.61
O4 -1.92 -0.60 -1.63  -0.54
C24 -0.08 0.50 1.84  0.80
H22 -5.37 -3.18 -2.78  0.26

=====

# 3
Molecular formula: C24H22N4O3OsS3
Method: DFT, the ωB97M-V functional and the def2-TZVPD basis

## Properties
Gap between HOMO and LUMO: 0.2370 hartree
Molar mass: 700.9 g mol⁻¹
LUMO level: -1.545 eV
ΔE to the lowest compared entry with this formula, charge and spin: 0.0 kJ/mol
2S+1: 1

Each line ends with the natural charge from an NBO analysis.
Atoms and positions in Å:
H1 4.69 2.97 -3.63  0.23
C1 0.46 2.65 -3.81  0.29
O1 2.59 -2.84 -0.10  -0.93
H2 -2.70 4.03 1.74  0.22
C2 -3.32 -1.83 0.20  0.10
H3 0.57 -5.66 2.67  0.23
C3 1.63 3.90 -2.05  0.30
Os1 -0.73 -0.10 0.26  0.99
C4 -2.28 1.93 2.03  0.25
C5 -2.05 -4.02 1.29  -0.10
H4 -0.20 2.37 2.51  0.22
S1 2.30 -1.52 0.40  2.30
H5 4.58 2.37 -1.35  0.23
C6 3.68 1.21 -2.92  0.03
C7 0.01 -4.88 2.15  -0.18
C8 3.98 1.50 -1.59  -0.22
H6 4.87 1.55 -4.67  0.23
H7 -4.01 -4.93 1.36  0.23
H8 -1.52 3.37 0.60  0.23
H9 3.34 2.43 -4.65  0.24
H10 -3.48 0.74 3.37  0.21
O2 2.86 -1.08 1.64  -0.93
S2 -0.69 0.55 -1.86  0.19
N1 -2.02 -1.79 0.36  -0.48
C9 -1.36 -2.86 0.88  0.21
C10 2.91 0.09 -3.20  -0.22
C11 2.44 -0.73 -2.19  -0.19
H11 -4.40 1.54 2.08  0.21
C12 4.18 2.10 -4.03  -0.64
C13 0.70 -3.72 1.74  -0.19
H12 -5.15 -2.95 0.36  0.23
H13 -1.38 2.84 3.74  0.22
H14 -3.24 2.99 0.41  0.21
C14 0.34 1.92 -1.51  -0.20
C15 -2.44 3.16 1.14  -0.63
N2 0.59 -1.50 0.56  -0.81
C16 2.73 -0.40 -0.87  -0.31
C17 3.51 0.70 -0.56  -0.17
H15 -3.81 2.48 3.46  0.21
H16 -3.78 -0.92 -0.18  0.22
H17 -1.85 -5.95 2.24  0.22
H18 1.75 -3.65 1.95  0.25
C18 0.04 -2.73 1.06  0.11
C19 -1.33 -5.05 1.92  -0.19
C20 -1.12 2.08 3.01  -0.64
S3 0.63 1.85 0.18  0.00
H19 3.74 0.92 0.47  0.25
H20 1.86 -1.61 -2.42  0.24
C21 -3.58 1.65 2.78  -0.61
H21 -0.96 1.14 3.54  0.21
N3 0.23 2.48 -4.92  -0.31
H22 2.67 -0.14 -4.24  0.22
N4 2.34 4.76 -1.74  -0.31
C22 0.78 2.83 -2.43  -0.43
C23 -3.45 -4.05 1.07  -0.10
C24 -4.08 -2.96 0.53  -0.26
O3 -2.09 0.77 1.21  -0.67

=====

# 4
Molecular formula: C24H23BiN3O2S
Method: DFT, the ωB97M-V functional and the def2-TZVPD basis

## Properties
Gap between HOMO and LUMO: 0.2782 hartree
Molar mass: 626.5 g mol⁻¹
LUMO level: -3.100 eV
Net charge: +1
ΔE to the lowest compared entry with this formula, charge and spin: 13.6 kJ/mol
2S+1: 1

Each line ends with the natural charge from an NBO analysis.
Atoms and positions in Å:
C1 4.40 -2.61 3.36  -0.19
H1 -2.75 1.63 3.54  0.23
H2 4.58 -1.18 -1.22  0.23
C2 -3.71 2.02 0.62  -0.19
C3 -3.51 0.67 0.31  -0.08
H3 -0.43 3.01 -2.15  0.25
H4 -6.79 1.78 2.02  0.22
C4 2.74 -0.13 -1.46  0.53
H5 2.07 0.84 4.32  0.23
C5 0.35 0.40 3.10  -0.26
C6 -1.05 2.07 4.78  -0.20
H6 -1.60 2.72 5.44  0.23
H7 -4.32 -1.31 0.38  0.23
C7 0.80 1.43 -1.41  0.37
C8 2.54 -3.09 4.82  -0.19
C9 1.02 1.01 4.15  -0.20
C10 -5.66 0.13 1.24  -0.21
H8 2.14 -3.60 5.69  0.23
C11 -5.87 1.47 1.54  -0.19
H9 4.50 -3.91 5.06  0.23
H10 -2.95 2.74 0.38  0.23
C12 4.20 -0.31 -1.74  -0.69
C13 -4.89 2.41 1.23  -0.22
C14 1.72 -2.25 4.08  -0.22
C15 -1.70 1.46 3.72  -0.13
O1 2.14 -1.16 -0.96  -0.80
Bi1 -0.04 -1.62 -1.00  1.90
C16 0.30 1.85 5.00  -0.19
C17 -2.24 0.23 -0.31  0.54
H11 2.75 1.87 -2.12  0.23
S1 1.28 -0.58 1.92  1.14
C18 3.87 -3.26 4.46  -0.17
C19 3.59 -1.77 2.60  -0.22
C20 0.42 2.88 -1.48  -0.67
H12 5.43 -2.74 3.09  0.23
H13 1.26 3.48 -1.82  0.23
H14 -0.43 -2.02 1.82  0.41
H15 -5.05 3.46 1.46  0.22
H16 -1.50 0.15 2.02  0.24
C21 2.12 1.07 -1.73  -0.48
O2 -2.08 -1.06 -0.51  -0.83
N1 -0.13 0.57 -1.02  -0.51
H17 -6.42 -0.60 1.48  0.22
C22 -1.00 0.62 2.86  -0.23
H18 4.35 -0.46 -2.81  0.25
N2 -1.33 1.11 -0.57  -0.40
H19 4.77 0.58 -1.46  0.24
H20 3.98 -1.26 1.73  0.23
H21 0.81 2.32 5.83  0.23
H22 0.69 -2.09 4.36  0.23
C23 -4.48 -0.27 0.62  -0.19
H23 0.09 3.23 -0.50  0.25
N3 0.17 -1.50 1.19  -1.20
C24 2.26 -1.61 2.97  -0.19